Entry 1:
55
Properties=species:S:1:pos:R:3:forces:R:3 method="wB97M-V/def2-TZVPD" max_force_ev_per_a=0.28 e_above_lowest_kj_mol=81.5 total_charge=+2 total_energy_ha=-2976.764767 gap_ev=6.7635 molar_mass_g_mol=528.5
Ti -0.808 -0.168 0.740 0.0750 -0.0085 0.0402
C 1.060 -4.757 2.172 -0.0161 0.0034 0.0251
S -0.668 -4.238 2.155 0.0202 -0.0582 -0.0151
C -0.520 -2.539 2.228 -0.0080 0.1132 0.0129
S -2.040 -1.629 2.202 -0.0329 0.0602 -0.0161
N 0.647 -1.949 2.290 0.0406 0.0458 0.0496
N 0.470 -0.584 2.295 -0.0945 -0.2416 -0.0947
C 1.060 0.233 3.059 0.0294 0.0538 0.0370
C 0.592 1.611 2.887 -0.0117 -0.0520 -0.0222
C 1.073 2.664 3.633 0.0309 -0.0181 0.0223
C 0.508 3.921 3.458 -0.0143 0.0276 -0.0051
C -0.519 4.065 2.546 0.0073 0.0031 0.0021
C -0.938 2.957 1.823 0.0228 -0.0157 0.0235
N -0.404 1.744 1.974 -0.0118 -0.0093 -0.0678
H 1.038 -5.844 2.126 -0.0042 -0.0008 0.0023
H 1.586 -4.356 1.310 0.0010 0.0072 -0.0003
H 1.539 -4.436 3.093 0.0040 -0.0023 -0.0018
H 1.786 -0.075 3.804 -0.0132 0.0118 0.0115
H 1.871 2.499 4.345 -0.0038 0.0025 0.0026
H 0.860 4.766 4.034 -0.0007 0.0014 -0.0019
H -1.003 5.018 2.386 0.0024 0.0023 0.0043
H -1.741 3.055 1.106 -0.0028 0.0023 -0.0021
C -1.804 -3.887 -1.633 -0.0144 -0.0111 -0.0022
C -1.957 -2.744 -0.837 0.0109 0.0162 0.0120
N -0.990 -1.859 -0.658 0.0503 0.0357 0.0276
C 0.210 -2.083 -1.282 -0.0915 -0.0711 -0.0255
C 0.472 -3.232 -2.039 0.0239 -0.0059 0.0006
C -0.592 -4.143 -2.213 -0.0046 -0.0190 -0.0095
C 1.765 -3.386 -2.600 0.0072 0.0230 0.0096
C 2.712 -2.421 -2.407 -0.0333 -0.0143 0.0062
C 2.424 -1.246 -1.672 0.0363 0.0082 -0.0148
C 1.182 -1.074 -1.131 0.0650 0.1076 0.0339
N 0.674 0.047 -0.423 -0.0766 0.0666 -0.0950
C 0.641 1.323 -1.050 -0.0535 -0.0237 0.0356
C 1.711 2.004 -1.565 0.0201 0.0469 -0.0452
C 1.521 3.227 -2.250 -0.0472 -0.0057 0.0106
C 0.276 3.767 -2.412 0.0266 -0.0289 0.0048
C -0.850 3.108 -1.862 0.0206 0.0175 -0.0099
C -2.179 3.569 -1.985 -0.0134 0.0095 -0.0039
C -3.213 2.860 -1.426 -0.0080 0.0104 -0.0100
C -2.925 1.699 -0.703 0.0216 -0.0287 0.0018
N -1.690 1.240 -0.568 -0.0665 -0.0839 0.0665
C -0.652 1.902 -1.170 0.0875 0.0170 0.0020
H -2.641 -4.559 -1.751 0.0004 0.0016 -0.0009
H -2.888 -2.562 -0.316 -0.0018 -0.0007 -0.0037
H -0.441 -5.034 -2.811 0.0028 0.0009 0.0016
H 1.986 -4.271 -3.183 0.0051 -0.0001 -0.0004
H 3.700 -2.541 -2.828 0.0008 -0.0017 -0.0012
H 3.196 -0.501 -1.546 0.0021 -0.0068 0.0044
H 2.711 1.608 -1.463 0.0010 0.0039 -0.0066
H 2.385 3.731 -2.662 0.0030 -0.0006 0.0013
H 0.136 4.689 -2.959 0.0025 0.0026 0.0013
H -2.374 4.485 -2.530 -0.0003 0.0000 0.0013
H -4.238 3.187 -1.519 0.0023 0.0030 -0.0041
H -3.715 1.141 -0.213 0.0015 0.0034 0.0057

***

Entry 2:
93
Properties=species:S:1:pos:R:3:forces:R:3 method="wB97M-V/def2-TZVPD" max_force_ev_per_a=3.02 total_charge=+1 total_energy_ha=-47854.558404 gap_ev=6.7844 molar_mass_g_mol=1854.9
N 1.970 2.889 -2.319 0.6357 -0.1393 0.6379
C 2.201 1.627 -2.792 -0.7660 -1.0049 -0.6361
N 3.510 1.007 -2.818 -1.4340 -0.6710 2.1980
C 3.468 -0.166 -1.860 -0.1402 -0.4701 -0.1654
C 2.301 -1.085 -2.295 0.3674 0.4654 0.6179
C 1.038 -0.252 -2.125 0.2209 -0.4554 -1.3113
P -0.543 -1.227 -2.451 -0.7344 -1.3817 0.8070
O -0.812 -0.970 -4.071 0.4570 0.6167 1.1454
O -1.721 -0.360 -1.677 1.0114 0.1704 -1.2032
N 1.107 0.894 -3.170 1.1813 0.6954 1.7958
H 1.931 3.017 -1.314 0.3220 0.1725 -0.0044
H 1.777 3.659 -2.933 -0.2460 -0.0511 -0.0199
H 3.620 0.545 -3.713 -0.1371 -0.0568 -0.1035
H 4.433 -0.702 -1.904 -0.4373 0.5558 0.0930
H 3.263 0.190 -0.848 0.3334 0.0234 0.0054
H 2.466 -1.382 -3.339 -0.2152 -0.2161 0.2545
H 2.271 -1.957 -1.630 -0.0814 0.0655 -0.2206
H 1.071 0.181 -1.114 -0.4526 -0.1230 -0.1586
H 0.044 -1.049 -4.517 -0.1548 0.0910 -0.3238
H -1.810 0.533 -2.046 -0.3262 0.0514 0.1758
H 0.286 1.455 -2.946 0.0583 0.3484 -0.7238
Br 3.180 -0.349 1.978 0.0532 0.0116 -0.0201
C 1.581 0.353 2.840 0.1289 -0.2057 -0.2977
C 0.739 1.134 1.869 -0.0805 0.2121 0.2231
Br 1.493 2.901 1.511 0.0481 -0.0586 -0.2115
H 1.913 0.937 3.690 -0.0185 0.0504 -0.0459
H 1.039 -0.520 3.195 -0.0800 0.0500 -0.0265
H -0.247 1.324 2.285 -0.0003 -0.0488 -0.0082
H 0.633 0.640 0.909 -0.0421 -0.0821 0.0690
Br -2.169 -0.771 3.371 0.0535 0.1074 -0.0022
C -2.438 0.113 5.088 -0.1465 0.0639 -0.2493
C -1.333 1.091 5.375 0.1108 -0.3735 0.3825
Br 0.289 0.171 5.948 -0.0688 0.0129 0.1138
H -2.524 -0.668 5.839 0.0463 -0.0092 -0.0248
H -3.393 0.627 4.996 0.0310 0.0376 0.0175
H -1.594 1.745 6.205 0.0325 -0.3068 -0.2109
H -1.069 1.698 4.515 -0.0539 0.0447 0.0290
Br 3.114 5.651 -6.703 0.1031 -0.1379 0.1366
C 4.505 4.287 -6.715 -0.1069 0.3607 -0.1434
C 3.923 2.903 -6.717 -0.1823 0.0250 -0.1776
Br 3.293 2.408 -4.926 0.8232 1.3129 -2.5868
H 5.146 4.476 -5.860 -0.0044 -0.0503 -0.0127
H 5.064 4.466 -7.631 0.0128 -0.1237 -0.0003
H 4.682 2.159 -6.953 0.0137 0.0016 0.1196
H 3.088 2.794 -7.402 -0.0083 0.0575 0.0430
Br -6.183 -1.824 5.678 0.0908 0.0475 -0.0688
C -6.138 -2.838 4.016 -0.2021 0.0537 0.1606
C -5.467 -4.173 4.201 0.1603 -0.0852 -0.1745
Br -3.535 -3.974 4.303 -0.0458 -0.1273 0.1208
H -5.641 -2.213 3.280 0.0499 -0.0601 0.0026
H -7.180 -2.970 3.733 0.0157 -0.0520 0.0083
H -5.647 -4.813 3.340 -0.0259 0.0474 -0.0156
H -5.781 -4.688 5.103 -0.0406 0.0738 0.0114
Br -1.858 4.173 6.349 -0.0775 0.5024 0.1016
C -2.063 3.899 8.267 -0.1892 0.1726 -0.1181
C -1.004 4.634 9.043 0.2284 -0.1913 0.1840
Br 0.707 3.712 8.950 -0.0299 0.0623 -0.0675
H -2.046 2.826 8.438 0.0706 0.0224 0.0494
H -3.052 4.284 8.506 0.0254 0.0248 0.0107
H -1.258 4.664 10.100 -0.0667 -0.0190 -0.0269
H -0.840 5.645 8.683 -0.0622 -0.0195 -0.0420
Br 2.592 -6.763 3.661 0.0055 0.0713 0.0519
C 0.989 -6.102 4.547 0.1120 -0.2545 -0.1166
C 0.128 -5.305 3.605 -0.1236 0.2209 0.1354
Br 0.862 -3.526 3.302 0.0487 -0.0279 -0.1049
H 1.318 -5.529 5.409 -0.0368 0.0491 -0.0361
H 0.462 -6.991 4.886 -0.0533 0.0346 -0.0279
H -0.857 -5.138 4.036 0.0182 -0.0420 0.0317
H 0.019 -5.771 2.631 0.0516 -0.0340 0.0258
Br -1.318 4.065 -2.980 -0.0029 -0.0499 0.0128
C -0.953 5.926 -3.443 -0.1107 0.0342 0.1361
C -1.584 6.289 -4.757 0.1228 0.0851 -0.3620
Br -0.582 5.586 -6.272 -0.1081 -0.0558 0.1526
H 0.126 6.053 -3.438 -0.0142 -0.0024 -0.0721
H -1.387 6.509 -2.634 -0.0317 -0.0295 -0.0136
H -1.581 7.368 -4.896 0.0101 0.0022 0.1026
H -2.599 5.917 -4.852 0.0065 0.0051 0.0618
Br 5.948 -4.355 -0.787 -0.0933 0.1066 -0.0192
C 4.522 -4.628 -2.080 0.2746 -0.1593 0.2004
C 5.003 -4.403 -3.489 -0.2842 0.0276 -0.1123
Br 5.190 -2.501 -3.884 0.1977 -0.0852 -0.1421
H 3.710 -3.966 -1.797 -0.0209 -0.0162 -0.0714
H 4.207 -5.661 -1.946 -0.0116 0.0043 -0.0790
H 4.273 -4.773 -4.206 -0.0090 0.0129 0.0207
H 5.967 -4.859 -3.690 0.0166 0.0366 0.0755
Br -2.980 -3.767 -3.771 -0.0725 -0.0913 0.0390
C -4.506 -3.024 -4.723 0.2825 0.0598 -0.0731
C -5.125 -1.882 -3.963 -0.3049 -0.0326 0.0523
Br -6.194 -2.516 -2.465 0.0911 0.0462 0.0174
H -5.196 -3.842 -4.900 -0.0407 0.0409 0.0551
H -4.107 -2.677 -5.675 -0.0262 0.0454 0.0187
H -5.819 -1.333 -4.596 0.0289 -0.0357 -0.0426
H -4.388 -1.196 -3.555 0.0499 -0.0572 -0.0298